The following is a quantum chemistry calculation of a cluster of 2 separate species, C2H2ClNO in total in a non-equilibrium geometry, from OMol25.

XYZ file:
```
7
C2H2ClNO | OMol25 | the ωB97M-V functional and the def2-TZVPD basis
C -1.618 -0.184 -0.997
C 0.569 -0.306 0.494
N -2.716 -0.170 -1.286
O 1.432 0.352 -0.220
Cl 0.105 0.308 1.995
H 0.537 -1.304 0.327
H 1.692 1.303 -0.312
```

Computed properties:
**ΔE to the lowest compared entry with this formula, charge and spin**: 329.3 kJ/mol
**LUMO level**: -1.8 eV
**DFT total energy**: -18161.96167 eV